No. 1
Below is an isolated ion of composition C5H12NOS and charge -1, with properties calculated with wB97M-V/def2-TZVPD.

## Properties
- lowest unoccupied orbital energy (eV) = 2.92
- electronic energy (Ha) = -725.7902
- maximum force (Eh/bohr) = 0.110
- SMILES = CN[C@@H](C[O-])CCS
- charge = -1
- energy relative to the best compared isomer or geometry (same formula, charge and spin) (kcal per mole) = 103.2

```
20
Properties=species:S:1:pos:R:3:nbo_charge:R:1
C 1.550 -1.904 0.237 -0.417
N 0.272 -1.164 0.310 -0.678
C 0.301 0.087 -0.401 -0.129
C -1.011 0.996 -0.007 -0.449
C -1.100 1.098 1.486 -0.585
S -2.405 2.313 1.867 -0.041
C 0.490 -0.066 -2.209 0.065
O 1.512 0.460 -2.723 -0.889
H 2.090 -1.710 -0.720 0.200
H 1.419 -2.990 0.396 0.182
H 2.267 -1.382 0.995 0.168
H -0.449 -1.825 -0.072 0.335
H 1.247 0.556 -0.129 0.166
H -0.889 1.997 -0.547 0.204
H -1.861 0.577 -0.557 0.199
H -0.144 1.115 2.004 0.225
H -1.080 -0.020 1.696 0.255
H -2.178 2.422 3.116 0.091
H -0.480 0.508 -2.452 0.030
H 0.449 -1.068 -2.291 0.068
```

No. 2
Below is a 2-piece molecular cluster, C5H12NP overall, with properties calculated with wB97M-V/def2-TZVPD.

## Properties
- lowest unoccupied orbital energy (eV) = 0.51
- electronic energy (Ha) = -593.6134
- maximum force (Eh/bohr) = 0.081
- charge = 0
- energy relative to the best compared isomer or geometry (same formula, charge and spin) (kcal per mole) = 115.0

```
19
Properties=species:S:1:pos:R:3:nbo_charge:R:1
C 1.186 0.659 0.171 -0.263
C 0.138 -0.458 0.085 0.160
C 1.455 1.398 -0.883 -0.355
C 0.096 -1.235 1.358 -0.648
C 0.497 -1.328 -1.044 -0.654
N -1.879 -0.545 -0.226 -1.033
P -2.218 0.838 0.368 1.148
H 1.618 0.836 1.237 0.229
H -3.509 0.898 0.366 -0.068
H 2.427 2.084 -0.992 0.207
H 0.951 1.356 -1.830 0.201
H 1.070 -1.434 1.670 0.201
H -0.466 -2.125 1.236 0.226
H -0.371 -0.710 2.098 0.204
H 0.231 -0.716 -1.887 0.223
H 0.012 -2.361 -0.922 0.227
H 1.587 -1.529 -1.188 0.209
H -1.757 2.062 -0.081 -0.098
H -1.817 1.135 1.710 -0.117
```

No. 3
Below is one molecule with the formula C5H12NP, with properties calculated with wB97M-V/def2-TZVPD.

## Properties
- lowest unoccupied orbital energy (eV) = 0.98
- electronic energy (Ha) = -593.6824
- maximum force (Eh/bohr) = 0.067
- SMILES = C/C=C/C[P@@H](C)=N
- charge = 0
- energy relative to the best compared isomer or geometry (same formula, charge and spin) (kcal per mole) = 71.7

```
19
Properties=species:S:1:pos:R:3:nbo_charge:R:1
C 0.454 0.212 1.512 -0.817
C 1.284 -0.540 0.445 -0.311
C 1.644 -1.280 -1.881 -0.629
C -1.859 1.732 0.540 -1.011
C 0.959 -0.307 -0.841 -0.092
N -1.125 -0.980 -0.368 -1.291
P -1.177 0.025 0.800 1.578
H 0.399 -0.172 2.569 0.250
H 0.911 1.326 1.569 0.247
H 2.138 -1.079 0.865 0.211
H 0.875 -2.019 -2.134 0.221
H 2.497 -1.741 -1.366 0.218
H 1.948 -0.818 -2.825 0.206
H -0.824 2.308 0.255 0.235
H -2.401 2.252 1.437 0.259
H -2.524 1.804 -0.419 0.252
H 0.363 0.596 -1.002 0.187
H -1.760 -0.993 -1.140 0.396
H -1.803 -0.325 1.985 -0.108
```

No. 4
Below is a 2-piece molecular cluster, C5H12NP overall, with properties calculated with wB97M-V/def2-TZVPD.

## Properties
- lowest unoccupied orbital energy (eV) = 0.92
- electronic energy (Ha) = -593.6613
- maximum force (Eh/bohr) = 0.082
- SMILES = C[PH]#CN.C=CC
- charge = 0
- energy relative to the best compared isomer or geometry (same formula, charge and spin) (kcal per mole) = 85.0

```
19
Properties=species:S:1:pos:R:3:nbo_charge:R:1
C 1.453 1.186 0.652 -0.201
C -1.446 -1.409 -0.258 -0.424
C -2.734 0.625 -0.137 -0.657
C 2.082 -1.497 0.978 -0.906
C -1.654 -0.208 -0.762 -0.154
N 1.297 2.264 -0.096 -0.760
P 1.520 -0.312 -0.321 0.459
H 1.299 3.119 0.426 0.396
H -1.882 -1.714 0.610 0.191
H -0.713 -1.996 -0.824 0.204
H -3.466 -0.061 0.213 0.218
H -3.191 1.288 -0.820 0.210
H -2.213 1.380 0.581 0.218
H 2.805 -2.020 0.366 0.223
H 1.208 -2.033 1.267 0.228
H 2.691 -0.949 1.753 0.243
H -1.186 0.167 -1.645 0.197
H 1.277 2.245 -1.179 0.357
H 2.852 -0.076 -0.805 -0.043
```

No. 5
Below is a 2-piece molecular cluster, C5H12NS overall, with properties calculated with wB97M-V/def2-TZVPD.

## Properties
- lowest unoccupied orbital energy (eV) = 3.98
- electronic energy (Ha) = -650.6540
- maximum force (Eh/bohr) = 0.040
- charge = -1
- energy relative to the best compared isomer or geometry (same formula, charge and spin) (kcal per mole) = 13.7

```
19
Properties=species:S:1:pos:R:3:nbo_charge:R:1
C 1.613 -0.838 1.350 -0.619
C 1.721 0.534 0.760 -0.421
C 0.659 1.444 1.367 -0.509
S -1.056 0.943 1.073 -0.673
H 1.690 -0.822 2.439 0.184
H 2.368 -1.522 0.954 0.179
H 0.637 -1.280 1.066 0.242
H 2.703 0.986 0.929 0.170
H 1.473 0.542 -0.310 0.208
H 0.772 2.456 0.882 0.174
H 0.817 1.643 2.432 0.169
C -0.353 -0.093 -2.733 -0.592
C -0.652 -1.337 -2.238 0.019
N -1.075 -1.552 -0.946 -0.880
H -0.459 0.803 -2.123 0.220
H 0.022 -0.028 -3.761 0.175
H -0.644 -2.175 -2.988 0.166
H -1.237 -0.722 -0.276 0.432
H -1.652 -2.375 -0.826 0.357
```

No. 6
Below is a 2-piece molecular cluster, C5H12NS overall, with properties calculated with wB97M-V/def2-TZVPD.

## Properties
- lowest unoccupied orbital energy (eV) = 2.15
- electronic energy (Ha) = -650.4251
- maximum force (Eh/bohr) = 0.099
- charge = -1
- energy relative to the best compared isomer or geometry (same formula, charge and spin) (kcal per mole) = 157.3

```
19
Properties=species:S:1:pos:R:3:nbo_charge:R:1
C 0.827 -0.140 -0.191 -0.445
C 2.052 -1.001 -0.195 -0.509
S 3.447 0.158 -0.513 -0.723
C -0.484 -0.844 -0.109 -0.313
N -1.462 -0.229 -0.924 -0.294
C -2.621 -0.092 0.042 -0.347
C -4.294 1.574 1.868 -0.876
H 0.841 0.455 -1.103 0.214
H 0.927 0.626 0.584 0.202
H 1.910 -1.708 -1.041 0.165
H 2.131 -1.604 0.738 0.169
H -0.787 -0.557 0.926 0.219
H -0.528 -1.937 -0.246 0.235
H -1.926 0.924 -0.302 0.321
H -3.446 -0.140 -0.624 0.118
H -3.534 1.326 1.043 0.239
H -3.726 1.617 2.863 0.213
H -4.883 2.447 1.609 0.200
H -4.770 0.634 1.738 0.213
```

No. 7
Below is a 2-piece molecular cluster, C5H12NS overall, with properties calculated with wB97M-V/def2-TZVPD.

## Properties
- lowest unoccupied orbital energy (eV) = 3.78
- electronic energy (Ha) = -650.5515
- maximum force (Eh/bohr) = 0.028
- charge = -1
- energy relative to the best compared isomer or geometry (same formula, charge and spin) (kcal per mole) = 78.0

```
19
Properties=species:S:1:pos:R:3:nbo_charge:R:1
C 1.072 1.277 -0.556 -0.227
N -0.204 0.498 -0.687 -0.692
C -0.054 -0.115 0.447 0.408
C 0.911 -1.166 0.904 -0.681
S 0.496 -2.095 2.421 -0.689
C -2.527 -1.695 0.534 -0.884
C 1.193 2.304 -1.659 -0.587
H 1.086 1.931 0.331 0.140
H 1.995 0.698 -0.508 0.174
H -1.739 -2.440 0.668 0.248
H -0.597 0.308 1.319 0.129
H 1.064 -1.889 0.091 0.214
H 1.904 -0.759 1.002 0.231
H -2.547 -1.424 -0.516 0.208
H -2.239 -0.973 1.295 0.233
H -3.517 -2.064 0.794 0.191
H 1.458 1.795 -2.594 0.190
H 0.269 2.811 -1.915 0.208
H 1.976 2.999 -1.369 0.187
```

No. 8
Below is C5H12NS as an isolated structure, with properties calculated with wB97M-V/def2-TZVPD.

## Properties
- lowest unoccupied orbital energy (eV) = 3.71
- electronic energy (Ha) = -650.5314
- maximum force (Eh/bohr) = 0.100
- charge = -1
- energy relative to the best compared isomer or geometry (same formula, charge and spin) (kcal per mole) = 90.6

```
19
Properties=species:S:1:pos:R:3:nbo_charge:R:1
C -1.627 -0.429 -0.663 -0.235
N -0.596 0.490 -0.257 -0.734
C 0.390 -0.340 -0.625 0.450
C 1.003 -1.451 0.155 -0.669
S 2.815 -1.666 -0.079 -0.662
C 2.574 1.574 0.896 -0.869
C -3.065 0.227 -0.243 -0.600
H -1.820 -0.494 -1.763 0.136
H -1.726 -1.438 -0.240 0.156
H 3.255 1.399 0.060 0.231
H 0.717 -0.326 -1.659 0.128
H 0.877 -1.316 1.274 0.216
H 0.484 -2.386 -0.078 0.236
H 2.363 0.653 1.430 0.234
H 1.651 1.966 0.452 0.211
H 2.810 2.308 1.682 0.186
H -3.003 1.315 -0.311 0.204
H -4.008 0.038 -0.808 0.183
H -3.095 -0.125 0.775 0.196
```

No. 9
Below is C5H12NS as an isolated structure, with properties calculated with wB97M-V/def2-TZVPD.

## Properties
- spin multiplicity = 2
- lowest unoccupied orbital energy (alpha / beta) (eV) = 6.37 / 6.29
- electronic energy (Ha) = -650.4009
- maximum force (Eh/bohr) = 0.103
- charge = -2
- energy relative to the best compared isomer or geometry (same formula, charge and spin) (kcal per mole) = 76.1

```
19
Properties=species:S:1:pos:R:3:nbo_charge:R:1
C -2.003 0.563 -0.300 -0.223
N -1.412 -0.603 0.360 -0.845
C -0.220 -0.229 -0.308 -0.021
C 0.652 1.037 -0.173 -0.612
S 2.405 0.732 -0.585 -0.786
C 1.788 -2.313 1.311 -0.869
C -3.621 0.357 -0.005 -0.667
H -1.933 0.640 -1.428 0.122
H -1.827 1.456 0.301 0.144
H 1.911 -2.429 0.237 0.234
H -0.143 -0.669 -1.322 0.079
H 0.597 1.218 0.916 0.167
H 0.221 1.926 -0.663 0.150
H 1.763 -1.236 1.472 0.261
H 0.832 -2.709 1.639 0.202
H 2.654 -2.730 1.837 0.159
H -3.612 0.224 1.083 0.188
H -3.910 -0.616 -0.408 0.179
H -4.356 1.152 -0.237 0.138
```

No. 10
Below is an isolated ion of composition C5H12NS2 and charge +1, with properties calculated with wB97M-V/def2-TZVPD.

## Properties
- spin multiplicity = 3
- lowest unoccupied orbital energy (alpha / beta) (eV) = -3.69 / -8.81
- electronic energy (Ha) = -1048.4216
- maximum force (Eh/bohr) = 0.136
- charge = +1
- energy relative to the best compared isomer or geometry (same formula, charge and spin) (kcal per mole) = 0.0

```
20
Properties=species:S:1:pos:R:3:nbo_charge:R:1
C 0.399 -0.037 0.745 -0.254
C 2.354 -0.877 -0.309 -0.311
C -1.011 -0.150 0.119 -0.266
C -2.016 -0.412 1.232 -0.660
C 1.643 1.298 -0.899 -0.406
N 1.514 0.069 -0.175 -0.405
S -0.980 -1.545 -1.098 0.406
S -1.455 1.462 -0.693 0.389
H 0.399 0.850 1.385 0.225
H 0.543 -0.926 1.364 0.247
H 3.189 -0.785 -0.991 0.204
H 2.241 -1.813 0.221 0.188
H -2.012 0.423 1.930 0.251
H -1.774 -1.326 1.774 0.252
H -3.022 -0.506 0.829 0.228
H 1.580 2.152 -0.223 0.203
H 2.580 1.339 -1.449 0.246
H 0.813 1.397 -1.603 0.185
H -2.292 -1.729 -1.135 0.136
H -2.694 1.116 -1.022 0.142
```

No. 11
Below is an isolated ion of composition C5H12NSe and charge +1, with properties calculated with wB97M-V/def2-TZVPD.

## Properties
- lowest unoccupied orbital energy (eV) = -3.40
- electronic energy (Ha) = -2653.6017
- maximum force (Eh/bohr) = 0.062
- SMILES = CC1(C)[NH2+]CC[Se]1
- charge = +1
- energy relative to the best compared isomer or geometry (same formula, charge and spin) (kcal per mole) = 0.0

```
19
Properties=species:S:1:pos:R:3:nbo_charge:R:1
C -0.256 1.731 -0.283 -0.245
C -1.657 1.610 0.288 -0.570
C -0.099 -0.683 0.032 0.050
C 0.246 -1.637 1.143 -0.708
C 0.442 -1.332 -1.380 -0.638
N 0.568 0.650 0.370 -0.574
Se -2.160 -0.299 -0.015 0.330
H -0.287 1.543 -1.439 0.256
H 0.295 2.703 -0.016 0.248
H -1.683 1.703 1.332 0.222
H -2.410 2.278 -0.203 0.283
H -0.553 -1.571 1.917 0.253
H 1.291 -1.411 1.438 0.219
H 0.125 -2.748 0.931 0.268
H -0.170 -1.117 -2.240 0.245
H 0.354 -2.363 -1.249 0.238
H 1.536 -1.056 -1.589 0.219
H 1.605 0.595 0.121 0.462
H 0.427 0.823 1.421 0.444
```

No. 12
Below is a 2-piece molecular cluster, C5H12O overall, with properties calculated with wB97M-V/def2-TZVPD.

## Properties
- spin multiplicity = 2
- lowest unoccupied orbital energy (alpha / beta) (eV) = 3.42 / 3.33
- electronic energy (Ha) = -272.8144
- maximum force (Eh/bohr) = 0.076
- charge = -1
- energy relative to the best compared isomer or geometry (same formula, charge and spin) (kcal per mole) = 41.1

```
18
Properties=species:S:1:pos:R:3:nbo_charge:R:1
C 1.193 0.697 1.080 -0.730
C 0.997 -0.035 -0.236 -0.045
C -0.172 0.177 -0.954 -0.354
C -0.314 -0.067 -2.417 -0.719
C 2.147 -0.694 -0.783 -0.665
H 2.171 1.336 1.033 0.187
H 1.354 0.024 2.002 0.199
H 0.421 1.362 1.382 0.218
H -0.955 0.485 -0.236 0.211
H -1.215 0.268 -2.999 0.237
H 0.272 0.812 -2.828 0.216
H 0.156 -1.066 -2.674 0.214
H 3.161 -0.102 -0.614 0.200
H 1.769 -0.867 -1.839 0.219
H 2.388 -1.625 -0.218 0.214
H -4.563 -0.034 2.657 0.240
H -4.377 0.026 4.153 0.383
O -4.434 -0.695 3.492 -1.223
```